ORCA calculation (ωB97M-V/def2-TZVPD) on a structure of composition C63H57BBrCsF4GeN6O3P at a distorted geometry.

**⟨S²⟩**: 0.753
**Relative energy (zero: lowest compared OMol25 entry of this formula, charge and spin)**: 21.16 kcal/mol
**LUMO energy (alpha / beta)**: 3.4 / 3.3 eV
**HOMO-LUMO gap (alpha / beta)**: 5.2 / 5.2 eV

The geometry in ORCA input format:
```
! wB97M-V def2-TZVPD RIJCOSX def2/J DEFGRID3
* xyz -2 2
C 3.12281 -4.95188 3.92410
H -4.73718 4.58271 -1.59141
C -2.97110 -3.32428 1.45221
H -4.28087 3.11151 5.84815
Br -3.70236 7.36592 -1.61543
C 3.60854 1.13978 1.31622
F 2.25773 -3.15596 -1.01635
H -0.17870 4.31233 3.96598
H 6.94782 4.22216 -1.92562
H -4.70037 -1.90991 -4.18266
C 1.71051 -3.72693 2.41293
O 1.44862 3.34865 1.46185
C 2.89379 -4.40602 2.66939
C 0.51039 -1.89168 -5.24853
C -1.90528 -2.27548 5.53638
C -0.96638 -4.45284 0.77828
N -2.12258 1.39034 3.14609
H 2.05110 5.13593 4.03947
C 5.87530 -1.73982 -4.56785
C 5.13253 -0.83358 0.19534
C 5.15831 5.36929 -1.61120
F 3.40021 -4.66434 -2.34415
H -4.52405 -3.34388 -3.17062
C 5.59213 0.47327 0.14672
C -6.04238 -0.80730 -0.27120
H -4.70991 -3.67101 0.25973
H 3.49455 -1.48678 -2.18974
C -1.53019 5.55676 -1.11871
H 6.44976 -0.17534 -5.92661
C -0.19438 -2.67511 -6.16438
H 0.08676 -4.68023 0.88210
H 4.05077 -5.47398 4.12565
H -1.36717 -1.33536 5.48131
C 3.09321 4.20022 -2.01494
H -1.11277 -5.63823 -0.99193
O 2.07859 -0.42945 1.96294
C -1.25894 3.50104 2.31396
C -2.63769 -2.58674 6.67669
P -0.80459 -2.66130 3.01958
C 4.08829 0.12572 -3.50113
C -2.13788 2.71730 3.25350
C 0.71807 -3.62387 3.38625
H 3.20871 6.24362 -1.37996
C -3.67266 4.50380 -1.40071
C -3.65158 1.24165 4.98605
H 2.39042 -1.02148 -4.79649
C -0.97862 4.29144 -0.91067
N -1.33951 -1.84750 -3.81771
H 3.55526 -1.98598 -6.73852
H -4.23056 0.60701 5.64420
H -5.90351 -1.88517 -2.12264
H -1.80915 4.34392 1.88891
C -2.86831 0.68084 3.98957
C -3.98205 -1.18748 -1.44360
H 5.74980 2.17345 -2.56261
C -2.91076 3.37014 4.21536
H -3.26550 -2.93322 -4.35599
H 2.29041 -3.38646 -8.36259
C -5.32886 -0.10856 0.68595
H -3.71527 2.40107 -1.25179
C 2.49986 -2.18284 -6.59468
C 4.91422 0.46817 -4.57263
H 2.39973 3.41780 4.29034
H 5.68858 6.26955 -1.32328
H 2.78487 0.75222 -1.25881
C -3.23128 -1.71301 -2.62003
H -0.12324 -3.80880 -7.97815
C 5.86341 4.22099 -1.94792
C -3.33059 -3.78604 6.74648
H -3.91044 -4.03073 7.62824
C 5.04305 -2.10324 -3.51698
C 1.19163 3.79626 2.56213
H -5.81134 0.35333 1.53777
H 5.07720 2.50807 0.65440
C -2.53967 -4.36130 4.54627
C -3.95351 0.00618 0.51294
Cs -0.04075 -0.01900 -0.93734
H -3.34438 0.55730 1.21870
H 1.57622 -3.27671 1.43660
B 3.10722 -4.28970 -1.03438
C -3.66329 -3.90730 0.40536
H 0.21883 -4.11099 5.42677
H 2.00902 4.20661 -2.02025
C -3.97331 -2.52443 -3.64216
C -1.65364 -5.01126 -0.29483
H -3.49162 -2.63462 2.10940
H -2.50150 -5.05709 3.71670
N -0.07337 3.96322 3.02876
C -1.84210 -3.15684 4.45967
C 2.28280 4.19658 3.53433
H -3.52858 -5.17621 -1.32500
C -2.89124 5.64256 -1.35444
C -1.68068 3.05922 -0.92179
C 2.15947 -4.82782 4.91427
H -2.83656 -0.39538 3.85376
C 4.15669 -1.17285 -2.98915
C 3.78889 3.03563 -2.34144
H -1.24220 -2.86326 -5.98031
H 2.32897 -5.24507 5.90017
H 4.86900 1.46557 -4.99763
C -5.36624 -1.34873 -1.35345
C 1.79425 -2.96533 -7.49545
O 0.39210 -0.31855 -3.42525
C 4.80293 1.46294 0.71179
C 5.80981 -0.45588 -5.09718
H 3.21451 4.29786 2.98460
H 5.66441 -1.65583 -0.26185
H 3.62335 -4.50092 1.87657
H -7.11728 -0.92129 -0.18702
H -3.81586 -5.61311 5.72450
N -3.29722 -0.52764 -0.50482
C -3.05230 3.26734 -1.19725
Ge 2.81667 1.35094 -2.67254
C 1.85145 -1.64514 -5.48951
H 3.50400 -2.10688 0.84593
C -3.27994 -4.67289 5.67659
C 3.93432 -1.12522 0.80758
F 4.32903 -3.94136 -0.37671
H 5.04788 -3.10864 -3.11443
C 3.77104 5.35631 -1.64557
C -3.67186 2.62409 5.09604
H -2.92060 4.45359 4.24707
H 2.89951 1.84947 1.71386
C -3.00104 -4.74937 -0.48068
H -0.95054 2.87974 1.47306
H 6.56274 -2.46453 -4.98883
H -2.67007 -1.88769 7.50360
F 2.49381 -5.33555 -0.33546
N 3.19145 -0.14937 1.38170
H 6.51982 0.71706 -0.35356
C 0.44079 -3.20333 -7.27738
N -1.99552 -1.38541 -2.70630
H 0.08907 4.28347 -0.68181
C -1.61815 -3.60080 1.66496
H -0.92479 6.45628 -1.09137
C 0.96321 -4.17743 4.64438
C 5.18474 3.06331 -2.31144
C -0.16211 -1.27907 -4.03329
*
```

=====

ORCA calculation (ωB97M-V/def2-TZVPD) on a structure of composition C63H57BiCl2GeN11O4S2.

**Relative energy (zero: lowest compared OMol25 entry of this formula, charge and spin)**: 23.79 kcal/mol
**LUMO energy (alpha / beta)**: 1.8 / 1.8 eV
**HOMO-LUMO gap (alpha / beta)**: 5.0 / 6.9 eV

The geometry in ORCA input format:
```
! wB97M-V def2-TZVPD RIJCOSX def2/J DEFGRID3
* xyz -1 1
H 2.32159 0.20540 -2.15372
C -4.31717 5.33951 -1.21691
N -0.34111 1.94295 -1.35646
H 3.07341 -0.65427 6.33987
H -0.16283 3.04328 0.35548
N -1.49108 -1.36792 3.60977
C -4.70244 3.58473 0.38488
H -1.69197 -1.09234 2.65306
C -3.47980 3.12310 -1.61022
Ge -3.69820 0.81012 0.20935
H -0.51515 1.51598 -6.56954
H 7.40862 -0.11679 1.97330
C -0.40242 1.89670 -2.69410
C -0.18672 -1.55024 3.86174
H -6.71704 0.89934 0.29517
Cl -3.05441 -4.37667 1.35262
C -1.40705 -4.59931 0.83204
O -1.24596 -2.33060 0.20689
O -0.31348 3.73418 -7.05528
C -1.93945 0.69158 0.96394
H 3.10978 -6.14697 -0.05880
C 8.43038 1.89162 -1.12288
H -2.94533 2.43750 -2.25624
H 3.08558 -2.10293 -1.47367
C 2.58362 -2.94673 -1.00809
C -0.80719 -0.83339 -5.21111
H 4.32918 -4.22204 -1.05571
H -1.11188 -2.47782 -2.26916
C -0.33895 2.88870 -4.94409
H 1.28424 7.21195 2.18329
C 7.17070 2.06254 -0.55010
H -1.96449 3.35798 4.25646
C -0.83214 -5.86309 1.01384
N 8.52501 2.71598 -2.22193
H 0.44374 4.93421 1.72599
N 1.32931 -2.77662 -0.68295
N 7.42462 3.35398 -2.34117
H -3.57555 -2.13047 -0.28929
C 5.27785 3.61324 -1.25533
H -4.35599 -3.67568 -2.02463
H 5.77112 1.44593 1.00561
C 3.41107 2.37651 -0.11850
Bi -0.27646 -0.18520 -0.04027
H -2.37566 -2.62916 5.01369
H 2.15246 -2.33566 4.76863
C 9.35568 0.99576 -0.57530
C -4.85182 4.90847 -0.01129
H 2.04218 7.81629 4.45908
C 3.42302 3.12947 1.16689
C -5.05903 0.52798 1.61034
H -5.83910 -0.36087 -4.29848
H -2.11371 2.13709 2.90750
H -1.10224 -2.89897 -4.74219
H -7.77034 0.10288 4.36383
H -5.39302 5.60275 0.62142
H -5.08186 1.18234 -2.54664
H -3.19067 0.33698 4.99359
C 1.15066 4.59715 5.02899
S 0.11833 2.60602 3.43727
C 2.61721 -5.19982 -0.23228
Cl 1.15953 -7.67267 0.93881
S 0.92036 -1.29565 2.62614
H 1.89818 0.13131 5.26206
H -5.38340 -0.16979 4.92579
N 6.58007 2.99445 -1.35195
N -0.26453 3.96607 -5.82498
C 3.28434 -4.14620 -0.78568
C 0.72041 4.27307 3.75416
C -4.91743 0.11748 -2.41982
C -7.38636 0.52385 2.29003
C 7.68000 0.46880 1.10432
H 0.14762 5.20793 -0.89655
C -4.70629 0.22188 2.92074
C -7.01603 0.21814 3.59470
H 1.96146 6.14260 6.27381
H 1.58336 -2.70282 6.39571
C 8.96336 0.29621 0.53996
H -1.73871 3.83291 2.53492
N 2.58928 1.39818 -0.38944
C -0.16556 3.09420 -0.72832
C -2.87430 -0.57124 5.50885
C 0.65874 -3.79005 -0.08981
C -0.96707 -1.89410 -4.36546
C 0.77469 5.20317 2.72379
H 9.64259 -0.41081 0.99773
C 2.02028 -0.60473 6.05305
H 2.85749 4.06064 1.08915
C 6.75970 1.34437 0.57925
C 1.53786 -1.96939 5.58706
N 0.15890 -1.94849 5.10941
C -5.35105 -0.75341 -3.41384
H 4.39016 1.74066 -3.13807
C -0.03015 4.25543 -2.81038
C -4.28157 -0.35956 -1.27484
C -1.61924 3.03863 3.27228
H -3.66225 -0.87313 6.20196
H 5.18061 4.24417 -2.13689
N -0.79616 -0.46998 -2.46550
C -0.95957 -1.67712 -2.97814
H -0.54629 -1.84093 5.82127
H -4.43823 6.36901 -1.53214
C -4.01207 2.66590 -0.40486
C 1.24725 6.47970 2.98027
C 1.62644 5.87865 5.27838
N 4.23659 2.63023 -1.18211
C -4.09107 -1.73626 -1.15433
C -6.41303 0.67261 1.31301
O -0.15525 5.14116 -5.38708
C -4.52323 -2.61019 -2.14125
H 1.45107 -0.26034 6.91995
H -3.65346 0.13056 3.16972
C -5.67321 0.06511 3.90636
H -5.49117 -2.79775 -4.05150
C 1.25753 -5.05521 0.12428
H 2.94176 2.50745 1.91938
H -3.20453 4.76236 -2.96456
H 0.09455 5.15681 -3.38504
H -0.80640 -0.97013 -6.28580
C 0.46906 -6.08977 0.67999
C 2.87248 1.00128 -1.67463
C -2.58669 -1.68333 4.50310
H 5.22177 4.23522 -0.36388
H 4.42845 3.37826 1.51115
C -0.71490 -3.50578 0.31222
H -1.98745 -0.30661 6.08804
C -3.63106 4.43947 -2.02159
C -0.63965 0.47697 -4.68720
H 1.10465 3.83662 5.79889
H -3.46017 -1.86520 3.87707
H -5.12921 3.26614 1.32983
C -0.49393 1.61037 -5.49564
C 1.67274 6.81829 4.25999
C -0.62815 0.59033 -3.27848
H -8.43294 0.64552 2.03632
C 0.00537 4.27508 -1.42781
C -5.15505 -2.11882 -3.27622
O 0.24172 1.86744 4.72472
C 3.88388 1.74891 -2.18731
C -0.25901 3.05200 -3.50273
H -1.43555 -6.65671 1.43299
H 10.33038 0.86278 -1.02433
*
```

=====

ORCA calculation (ωB97M-V/def2-TZVPD) on a structure of composition C63H60N9OS4SbTi at a distorted geometry.

**Relative energy (zero: lowest compared OMol25 entry of this formula, charge and spin)**: 0.00 kcal/mol
**LUMO energy**: -4.9 eV
**HOMO-LUMO gap**: 6.1 eV

The geometry in ORCA input format:
```
! wB97M-V def2-TZVPD RIJCOSX def2/J DEFGRID3
* xyz 2 1
H -3.07899 1.89620 -2.87724
C -3.13540 -1.49912 -0.44115
C -2.78814 -4.23112 3.47611
C 0.30442 -0.16093 5.11279
C 3.79301 -2.03717 4.85898
H -3.33306 3.63880 -4.59727
C 3.10757 2.48670 2.53515
H 7.79059 -0.04580 0.14586
H 5.58546 0.28757 -3.65425
H -3.19357 -5.22333 3.62328
N 0.23334 0.09047 3.70810
C 6.73299 1.43243 -0.99261
C 4.69180 1.08915 0.81369
C 2.44885 0.67398 -2.48454
H -4.34475 -3.26691 4.59118
H 4.30638 -2.76455 -0.38549
S 3.33862 0.83035 1.94395
C 4.70076 -2.86337 7.34795
S 3.17691 -1.62774 3.25984
C -1.60313 -4.06313 2.76788
H 0.54748 0.59346 -4.76742
C -3.04280 2.87745 4.54600
C -2.92765 -1.85276 3.83325
C -4.40777 -1.91156 -0.06236
H -1.20785 5.54612 -0.77285
C -4.48302 1.89688 2.87835
C -1.76258 -1.69581 3.09690
N 2.16638 0.36544 1.08070
H -5.03476 3.54427 4.14032
C 5.55896 2.16905 -1.13202
H -6.46454 -2.08702 -0.64921
C 0.11387 -3.88597 -5.50084
H 5.45729 2.88039 -1.94129
H -2.73946 3.86612 -0.60995
O 0.58944 -2.08920 -0.06832
C 1.06365 -3.13151 -0.62233
S -0.97419 -0.11486 2.84384
H 7.54661 1.58215 -1.69040
H 5.18769 2.65053 3.07169
C -1.51888 3.12608 -5.61767
C 0.81671 -2.08207 -4.07527
C -1.45968 -2.85159 -3.99742
C -2.27597 1.03595 3.23122
H -1.93891 -4.47684 -5.30905
C 4.21900 3.13434 3.06227
C 1.85686 3.07944 2.50358
H -1.94609 1.29774 0.13141
H 3.09614 -1.87905 0.51274
H -2.31329 -1.60298 0.25902
C 3.43940 -1.12198 -1.45765
S 0.59032 2.50050 -0.53291
H -3.84512 -0.38160 -3.56917
N 2.34703 -3.25883 -0.84260
C 5.84636 0.34129 0.96243
N 3.86265 -0.06881 3.04482
H 0.46414 5.16347 -0.67236
C -0.03400 -1.38100 5.68897
H 0.74769 4.84355 3.00192
H 0.73270 -0.72305 8.92683
H -6.09899 -1.08941 -2.87849
C 0.12907 -4.21931 -1.03455
C 6.87414 0.52003 0.04209
H -1.63586 3.88844 -6.37631
C 4.68143 0.12019 -3.08375
C 0.61170 -0.56291 7.86390
C -1.23433 1.13821 -3.67561
H 2.10906 -3.09669 -5.45756
C -5.26815 -1.20331 -2.19417
H 0.51319 -5.19506 -0.73674
C 3.51525 -3.32680 5.30788
H -5.44024 1.86142 2.37415
H 5.44141 -1.59594 -2.02973
C -0.47494 -1.97066 -3.55415
H -0.38966 -2.19926 5.07629
H 3.75259 -4.73678 6.89611
C 0.81513 0.84888 5.92616
H -2.46244 -2.80548 -3.59008
H -2.87640 3.60513 5.32923
H -0.14476 -2.64824 2.06603
C 4.60253 -0.92944 -2.17993
C 3.96669 -3.73345 6.55095
C 3.35003 -2.25658 -0.47326
N -0.69471 0.03683 1.33095
C 1.71666 4.36021 3.02108
H 4.90952 4.91963 4.01657
C -0.74366 3.55260 -0.53384
H -3.38782 1.78078 -0.47345
Sb -0.94981 -0.38179 -2.20969
H 1.57436 1.30277 -2.59105
C -5.47405 -1.76110 -0.93890
C 4.51615 -1.15858 5.64849
C -0.29114 1.27672 -4.69242
H 0.33472 -4.61661 -6.26767
C -2.46904 2.98643 -4.61619
C -4.25506 2.84146 3.87762
C 0.96606 0.64882 7.28924
H 5.93136 -0.34822 1.79257
H 2.64086 -4.06223 -1.37982
H -4.56160 -2.35538 0.91466
H 4.72066 -0.15920 5.29278
H 2.69349 6.00796 3.98282
H 3.57470 1.76056 -3.93870
C -3.43870 -3.13246 4.01563
C 2.81061 5.01492 3.56888
N 2.36392 -0.32362 -1.59860
H 1.61077 -1.43514 -3.72302
C -3.99614 -0.79800 -2.58007
C 4.96746 -1.58282 6.89254
H -1.09091 1.97844 4.74552
C 1.10868 -3.03038 -5.04831
C -3.49192 0.98870 2.55048
H 5.53308 -0.89806 7.51158
H 2.95204 -4.01177 4.68231
N -2.01229 3.18178 -0.47016
H -3.66372 0.23033 1.79387
C 0.11421 -1.57310 7.05546
C -2.92441 -0.93937 -1.70131
C -1.08420 -2.79418 2.57801
C 3.57797 0.93333 -3.24273
H -0.15158 -2.52982 7.48629
H 1.36898 1.44535 7.90250
Ti 0.71581 -0.19467 0.12856
C 4.05922 4.40413 3.59114
C -2.03939 1.96755 4.22737
H 5.06378 -3.18613 8.31449
N -0.49095 4.87671 -0.54383
H 3.60273 2.56010 -0.32007
C -2.32583 2.00285 -3.64620
C -1.16432 -3.80284 -4.96654
N -2.38565 1.82807 -0.62772
H 1.08559 1.79798 5.48259
C 4.52552 1.99664 -0.22797
H 0.02149 -4.19938 -2.12171
H -3.42272 -1.00538 4.28531
H 0.30761 2.36078 -6.44217
H -1.07881 -4.92722 2.37980
H -0.84662 -4.05039 -0.58595
C -0.42968 2.26815 -5.65506
H 1.02064 2.54227 2.08963
*
```

=====

| no. | total energy (Ha) |
| --- | --- |
| 1 | -8426.11042 |
| 2 | -7346.42068 |
| 3 | -5686.70048 |